(1)
Density functional theory data (ωB97M-V with the def2-TZVPD basis set) for a single C4H8N2O molecule in a non-equilibrium geometry.

The geometry in ORCA input format:
```
! wB97M-V def2-TZVPD RIJCOSX def2/J DEFGRID3
* xyz 0 1
O 1.79800 -1.30160 -0.17154
C 2.08392 0.03763 0.28738
C 1.07993 1.12110 -0.08155
N -0.16610 1.03251 -0.12627
N -0.77819 -0.27076 0.12641
C -1.89633 -0.20122 -0.68397
C -2.27920 -0.19536 0.62908
H 0.97754 -1.37029 -0.15868
H 2.15393 0.27832 1.39775
H 3.05422 0.33832 -0.04572
H 1.74205 2.06835 -0.59478
H -2.26619 0.68809 -1.17180
H -2.03869 -1.20624 -1.28503
H -2.56694 0.81943 1.15806
H -2.75986 -1.10838 1.16586
*
```

Computed properties:
SMILES: OC/C=N\N1CC1
LUMO energy: 1.009 eV
Kohn-Sham gap: 10.12 eV
HOMO level: -9.1 eV
Largest force on an atom: 0.2425 Eh/bohr



(2)
Density functional theory data (ωB97M-V with the def2-TZVPD basis set) for a single C5H9Cl molecule in a non-equilibrium geometry.

The geometry in ORCA input format:
```
! wB97M-V def2-TZVPD RIJCOSX def2/J DEFGRID3
* xyz 0 1
C 2.70673 0.12127 0.16628
C 1.52353 -0.01639 -0.36051
C 0.25170 0.46735 0.21760
Cl -0.18047 2.15217 -0.18480
C -0.79921 -0.52634 -0.23596
C -2.31055 -0.14195 0.09156
H 3.48690 -0.42782 -0.27869
H 2.75659 0.78769 0.98379
H 1.41971 -0.66219 -1.30140
H 0.39005 0.60483 1.26578
H -0.72940 -0.71980 -1.29558
H -0.48668 -1.44466 0.12342
H -2.33163 -0.05533 1.21751
H -2.69034 0.77391 -0.24545
H -3.00693 -0.91272 -0.16356
*
```

Computed properties:
SMILES: C=C[C@@H](Cl)CC
LUMO energy: 0.985 eV
Kohn-Sham gap: 11.13 eV
HOMO level: -10.1 eV
Largest force on an atom: 0.0758 Eh/bohr



(3)
Density functional theory data (ωB97M-V with the def2-TZVPD basis set) for 2 unconnected molecules or ions with the total composition C5H10N3 in a non-equilibrium geometry.

The geometry in ORCA input format:
```
! wB97M-V def2-TZVPD RIJCOSX def2/J DEFGRID3
* xyz 1 3
C -1.81826 -0.24146 0.59028
C 2.23949 0.68242 1.05586
C -2.05818 -0.48063 -0.73307
C 0.70323 -0.87831 0.21836
C 1.16812 -0.15122 1.28364
N 2.87083 1.02285 -0.03791
N -2.24591 0.58324 -1.61530
N 0.55740 -1.84619 -0.44286
H -1.93588 0.79375 0.97592
H -1.86047 -1.04466 1.27571
H 2.47926 1.27881 1.96927
H -2.14210 -1.54994 -1.02015
H 0.67509 -0.05988 2.17581
H 3.62241 1.75654 -0.17396
H -3.07076 0.50170 -2.25321
H 2.43653 0.58557 -0.82776
H 0.46483 -2.40585 -1.23702
H -2.08562 1.45328 -1.20360
*
```

Computed properties:
LUMO energy (spin up / spin down): -3.545 / -6.149 eV
Kohn-Sham gap (spin up / spin down): 5.17 / 6.51 eV
HOMO level (spin up / spin down): -8.7 / -12.7 eV
⟨S²⟩: 2.018
Largest force on an atom: 0.0917 Eh/bohr



(4)
Density functional theory data (ωB97M-V with the def2-TZVPD basis set) for a single C19H24N4O2 molecule.

The geometry in ORCA input format:
```
! wB97M-V def2-TZVPD RIJCOSX def2/J DEFGRID3
* xyz 0 1
C -2.93881 4.40220 2.63934
C -1.88921 3.51313 1.98582
C -0.63923 3.37577 2.86378
C 0.38036 2.50910 2.19562
C 0.40019 1.12741 2.34007
N 1.25831 0.34485 1.71287
C 2.13791 0.94034 0.90007
N 3.06465 0.16129 0.28102
C 2.86682 -1.26814 0.19661
C 2.43934 -1.64089 -1.24587
N 1.87957 -0.47953 -1.89035
C 0.55176 -0.22225 -2.00801
O 0.13288 0.83328 -2.44412
C -0.37071 -1.33937 -1.62848
C -1.00115 -2.07449 -2.62087
C -1.90455 -3.07419 -2.30111
C -2.20156 -3.33896 -0.96872
O -3.06932 -4.29520 -0.53694
C -3.74703 -5.07164 -1.49437
C -1.58101 -2.58575 0.03013
C -0.67758 -1.59725 -0.29485
C 2.83575 0.59042 -2.10290
C 3.75435 0.70281 -0.86762
N 2.21681 2.25929 0.69594
C 1.34867 3.01611 1.33333
H -2.54199 5.40101 2.80889
H -3.24711 3.98942 3.59779
H -3.81644 4.48510 2.00284
H -1.60194 3.93163 1.01875
H -2.30857 2.52109 1.80319
H -0.21727 4.36704 3.04561
H -0.92121 2.94026 3.82548
H -0.30513 0.61773 2.98684
H 2.10030 -1.54064 0.92080
H 3.80303 -1.77331 0.45660
H 3.30962 -1.95973 -1.83004
H 1.71016 -2.45049 -1.23753
H -0.78221 -1.86563 -3.65764
H -2.37139 -3.63113 -3.09808
H -4.36974 -4.45186 -2.14743
H -3.05101 -5.65731 -2.10398
H -4.38404 -5.74851 -0.92715
H -1.82915 -2.79640 1.05831
H -0.21129 -1.01640 0.48707
H 3.42182 0.39316 -3.00758
H 2.25832 1.50620 -2.24470
H 4.00266 1.74380 -0.66870
H 4.67300 0.12658 -1.00482
H 1.43237 4.08007 1.14511
*
```

Computed properties:
SMILES: CCCc1cnc(N2CCN(C(=O)c3ccc(OC)cc3)CC2)nc1
LUMO energy: 0.820 eV
Kohn-Sham gap: 8.93 eV
HOMO level: -8.1 eV
Largest force on an atom: 0.0124 Eh/bohr



(5)
Density functional theory data (ωB97M-V with the def2-TZVPD basis set) for a single C14H18N2O5 molecule in a non-equilibrium geometry.

The geometry in ORCA input format:
```
! wB97M-V def2-TZVPD RIJCOSX def2/J DEFGRID3
* xyz 0 1
N -0.80425 1.93578 2.77424
C -0.25699 1.78729 1.46956
C 1.25246 2.25120 1.32743
C 1.68397 2.31063 -0.16237
C 1.27269 3.28466 -1.05846
C 1.67896 3.32291 -2.42570
C 2.61226 2.38982 -2.85774
C 3.04853 1.42586 -1.93946
C 2.52865 1.34508 -0.70803
C -0.45701 0.30269 0.93137
O -0.34038 -0.68661 1.52335
N -0.74172 0.16492 -0.48612
C -1.60271 -0.94487 -0.87270
C -1.24579 -2.27751 -0.23689
C 0.17448 -2.60188 -0.39497
C 0.82347 -3.60968 0.68511
O 1.37072 -4.63527 0.39801
O 0.67789 -3.08898 1.89420
C -3.07294 -0.67150 -0.44153
O -3.93086 -1.26795 -1.00430
O -3.23560 0.32452 0.44139
H -1.81005 1.73781 2.63967
H -0.40759 1.35712 3.49157
H -0.84068 2.46755 0.86673
H 1.39914 3.27310 1.76832
H 1.88212 1.49483 1.87430
H 0.63558 4.05155 -0.65106
H 1.44797 4.13189 -3.09764
H 3.10946 2.54967 -3.82019
H 3.78147 0.66987 -2.24149
H 2.87401 0.62950 -0.02369
H -0.57416 0.88123 -1.13175
H -1.55217 -0.94478 -2.01080
H -1.72709 -3.08662 -0.82032
H -1.55025 -2.45960 0.76756
H 0.81854 -1.72870 -0.52169
H 0.36163 -3.20165 -1.34854
H 0.15860 -2.13646 1.75647
H -4.15911 0.55478 0.57086
*
```

Computed properties:
SMILES: N[C@@H](Cc1ccccc1)C(=O)N[C@@H](CCC(=O)O)C(=O)O
LUMO energy: 0.180 eV
Kohn-Sham gap: 9.80 eV
HOMO level: -9.6 eV
Largest force on an atom: 0.1500 Eh/bohr



(6)
Density functional theory data (ωB97M-V with the def2-TZVPD basis set) for 2 unconnected molecules or ions with the total composition C3H7FO in a non-equilibrium geometry.

The geometry in ORCA input format:
```
! wB97M-V def2-TZVPD RIJCOSX def2/J DEFGRID3
* xyz 0 1
C -0.06077 0.35510 1.35823
C -0.63901 -0.86373 -0.91674
C -0.41785 0.41696 -0.08276
O 1.84768 0.61631 -1.24621
F -1.00591 1.50927 -0.42245
H 0.76710 -0.19122 1.55923
H -0.89228 -0.20671 1.77407
H 0.01655 1.32974 1.81431
H 0.15332 -0.92072 -1.60315
H -1.55998 -0.83530 -1.39972
H -0.80679 -1.58331 -0.14916
H 2.59795 0.37362 -0.68563
*
```

Computed properties:
LUMO energy (spin up / spin down): 0.021 / -0.730 eV
Kohn-Sham gap (spin up / spin down): 9.15 / 7.17 eV
HOMO level (spin up / spin down): -9.1 / -7.9 eV
Largest force on an atom: 0.0682 Eh/bohr